The following is a DFT calculation (ωB97M-V/def2-TZVPD) of a cluster of 2 separate species, C11H11N7O5 in total in a non-equilibrium geometry.

Geometry as ORCA input:
```
! RIJCOSX wB97M-V def2-TZVPD def2/J DEFGRID3
* xyz 0 1
O -2.214 2.766 -2.258
N -1.771 1.621 -2.012
O -2.517 0.630 -1.840
C -0.343 1.430 -1.918
C 0.528 2.537 -2.106
C 1.906 2.344 -2.119
N 2.772 3.499 -2.270
O 4.008 3.379 -2.284
O 2.193 4.607 -2.366
C 2.441 0.994 -1.965
N 3.675 0.512 -2.273
O 3.545 -0.858 -2.138
N 2.242 -1.266 -1.730
C 1.540 -0.088 -1.729
C 0.151 0.138 -1.686
H 0.102 3.524 -2.263
H -0.509 -0.718 -1.639
C -1.121 -2.644 0.064
C -1.718 -2.918 1.456
N -1.327 -1.730 2.168
C -1.399 -1.307 3.529
C -0.597 0.005 3.512
N -0.181 0.142 2.139
C -0.597 -0.906 1.381
N -0.445 -1.338 0.152
H -0.368 -3.406 -0.191
H -1.899 -2.644 -0.715
H -2.806 -3.031 1.441
H -1.269 -3.811 1.901
H -2.439 -1.121 3.822
H -0.964 -2.056 4.205
H -1.212 0.849 3.808
H 0.262 -0.053 4.179
H 0.332 0.918 1.743
*
```

Frontier orbital gap ... 6.55 eV
LUMO level ... -1.9921 eV
Total energy ... -32243.586 eV
SMILES ... O=[N+]([O-])c1cc([N+](=O)[O-])c2nonc2c1.C1CN2CCNC2=N1



The following is a DFT calculation (ωB97M-V/def2-TZVPD) of the molecule C11H11NO in a non-equilibrium geometry.

Geometry as ORCA input:
```
! RIJCOSX wB97M-V def2-TZVPD def2/J DEFGRID3
* xyz 0 1
C 2.071 0.366 -1.775
C 2.264 1.106 -0.446
O 3.220 1.788 -0.089
C 1.068 0.945 0.568
C 1.801 0.007 1.571
C 1.651 -1.328 1.505
C 0.826 -1.889 0.544
C -0.144 -1.176 -0.002
C -0.206 0.236 0.114
C -1.434 0.753 0.187
N -2.290 1.931 0.436
C -2.895 0.869 0.118
C -4.136 0.200 -0.296
H 2.912 0.324 -2.476
H 1.292 0.823 -2.401
H 1.693 -0.663 -1.713
H 0.716 1.906 1.041
H 2.419 0.255 2.364
H 2.149 -2.119 2.135
H 0.939 -2.975 0.360
H -0.813 -1.573 -0.731
H -3.655 -0.612 -0.845
H -4.786 0.985 -0.732
H -4.660 -0.160 0.565
*
```

Frontier orbital gap ... 8.22 eV
LUMO level ... 0.5735 eV
Relative energy (zero: lowest compared OMol25 entry of this formula, charge and spin) ... 112.7 kcal per mole
Total energy ... -15118.080 eV
SMILES ... CC(=O)[C@@H]1C=CC=C/C1=C1N=C/1C



The following is a DFT calculation (ωB97M-V/def2-TZVPD) of a cluster of 3 separate species, C11H12BBr2F5O7 in total in a non-equilibrium geometry.

Geometry as ORCA input:
```
! RIJCOSX wB97M-V def2-TZVPD def2/J DEFGRID3
* xyz 0 1
C -0.332 5.477 1.592
C -0.493 5.050 0.017
Br -2.180 5.650 -0.958
C 0.565 4.267 -0.737
Br 0.289 3.827 -2.708
B 1.942 3.809 0.102
C 1.891 2.238 0.690
O 2.130 2.151 2.139
C 1.162 1.273 2.816
F 0.988 -0.062 2.167
F 1.740 0.979 4.178
F -0.152 1.965 3.073
H -1.346 5.861 2.090
H 0.396 6.423 1.604
H 0.069 4.639 2.303
H 2.844 4.541 0.310
H 2.778 1.670 0.158
H 0.901 1.720 0.330
O -4.290 0.921 0.006
C -3.472 0.017 0.050
O -3.613 -1.108 0.816
C -2.531 -1.955 0.485
C -1.521 -0.995 -0.046
F -0.759 -1.576 -1.000
O -2.305 0.007 -0.652
H -2.857 -2.684 -0.264
H -2.171 -2.493 1.366
H -0.880 -0.548 0.722
O 3.171 -6.833 -1.740
C 2.225 -6.079 -1.891
O 1.707 -5.733 -3.109
C 0.554 -4.959 -2.848
C 0.817 -4.439 -1.476
F -0.337 -4.283 -0.789
O 1.559 -5.473 -0.869
H -0.332 -5.601 -2.894
H 0.445 -4.157 -3.582
H 1.394 -3.509 -1.452
*
```

Frontier orbital gap ... 7.83 eV
LUMO level ... -1.3307 eV
Relative energy (zero: lowest compared OMol25 entry of this formula, charge and spin) ... 112.9 kcal per mole
Total energy ... -180277.513 eV
SMILES ... C/C(Br)=C(/Br)BCOC(F)(F)F.O=C1OC[C@@H](F)O1.O=C1OC[C@@H](F)O1



The following is a DFT calculation (ωB97M-V/def2-TZVPD) of a structure of composition C11H12Br24F5IN in a non-equilibrium geometry.

Geometry as ORCA input:
```
! RIJCOSX wB97M-V def2-TZVPD def2/J DEFGRID3
* xyz 1 1
C -0.215 -0.076 1.022
N 0.869 -0.396 2.011
I 2.156 -1.860 1.108
C 0.302 -0.836 3.343
F 0.583 -2.122 3.555
F -1.016 -0.694 3.348
C 0.920 -0.015 4.528
F 2.194 0.289 4.303
F 0.210 1.113 4.641
F 0.779 -0.727 5.639
H -0.723 0.829 1.329
H 0.233 0.042 0.048
H -0.928 -0.884 0.953
H 1.469 0.422 2.111
C -2.725 3.934 4.145
Br -3.047 5.101 2.652
Br -4.147 3.994 5.433
Br -2.392 2.121 3.554
H -1.827 4.273 4.638
C 0.306 -2.963 -2.995
Br -1.049 -1.877 -2.156
Br 1.433 -3.812 -1.683
Br -0.449 -4.234 -4.210
H 0.940 -2.302 -3.572
C 0.599 1.212 -4.513
Br -0.745 2.266 -3.631
Br 1.778 0.358 -3.248
Br -0.181 -0.072 -5.716
H 1.204 1.885 -5.103
C -2.714 8.692 0.225
Br -3.561 7.017 -0.213
Br -3.493 9.484 1.794
Br -0.807 8.490 0.399
H -2.892 9.364 -0.601
C -0.171 -7.234 0.553
Br -1.990 -6.907 0.023
Br 1.000 -7.344 -0.968
Br 0.447 -5.912 1.820
H -0.145 -8.191 1.053
C -5.396 0.723 1.545
Br -5.703 1.921 0.071
Br -6.850 0.739 2.799
Br -4.989 -1.064 0.938
H -4.520 1.076 2.063
C 2.219 -2.686 -7.258
Br 2.134 -3.962 -8.692
Br 3.113 -3.412 -5.712
Br 3.008 -1.026 -7.827
H 1.203 -2.473 -6.958
C 6.724 -0.326 0.718
Br 5.112 -0.123 1.768
Br 8.030 -1.384 1.641
Br 6.316 -1.039 -1.023
H 7.141 0.660 0.577
*
```

Frontier orbital gap ... 6.34 eV
LUMO level ... -5.5795 eV
Total energy ... -1715789.196 eV



The following is a DFT calculation (ωB97M-V/def2-TZVPD) of a structure of composition C11H12Br27ClO3 in a non-equilibrium geometry.

Geometry as ORCA input:
```
! RIJCOSX wB97M-V def2-TZVPD def2/J DEFGRID3
* xyz 0 1
C -3.015 -2.321 0.259
O -3.900 -2.985 1.229
C -5.236 -3.265 0.657
O -5.451 -4.393 -0.061
O -6.299 -2.270 0.969
Cl -7.294 -1.994 -0.364
H -3.094 -2.819 -0.801
H -1.896 -2.462 0.645
H -3.288 -1.179 0.125
C 0.278 -0.091 1.194
Br 1.857 1.009 1.476
Br -1.257 0.973 0.647
Br 0.624 -1.551 -0.043
H 0.026 -0.542 2.159
C 5.060 3.222 3.600
Br 4.664 2.540 1.821
Br 4.177 2.182 4.987
Br 6.975 3.365 3.910
H 4.651 4.237 3.651
C -0.622 2.270 -2.962
Br 0.957 3.369 -2.680
Br -2.157 3.333 -3.509
Br -0.276 0.809 -4.199
H -0.874 1.818 -1.997
C 6.982 2.211 -1.969
Br 5.321 1.218 -1.772
Br 6.734 3.836 -3.010
Br 7.818 2.573 -0.251
H 7.671 1.573 -2.532
C 6.265 -1.159 -5.447
Br 7.334 -0.482 -6.924
Br 7.329 -1.403 -3.836
Br 4.700 -0.051 -5.119
H 5.900 -2.148 -5.742
C -9.365 0.982 1.998
Br -8.724 1.569 0.258
Br -10.480 -0.607 1.860
Br -7.906 0.735 3.261
H -9.998 1.783 2.393
C -5.072 -1.375 -3.757
Br -4.493 -0.202 -2.317
Br -3.676 -1.634 -5.086
Br -5.752 -3.068 -3.081
H -5.905 -0.875 -4.261
C 3.924 -2.558 1.830
Br 5.216 -1.328 1.054
Br 4.610 -4.376 1.907
Br 3.296 -1.947 3.567
H 3.056 -2.572 1.163
C 0.197 1.138 4.958
Br -1.464 0.145 5.155
Br -0.051 2.763 3.918
Br 1.033 1.500 6.677
H 0.886 0.500 4.395
*
```

Frontier orbital gap ... 9.46 eV
LUMO level ... -0.7416 eV
Total energy ... -1921406.325 eV



The following is a DFT calculation (ωB97M-V/def2-TZVPD) of a cluster of 2 separate species, C11H12BrNO in total in a non-equilibrium geometry.

Geometry as ORCA input:
```
! RIJCOSX wB97M-V def2-TZVPD def2/J DEFGRID3
* xyz 0 1
C -0.710 2.552 0.966
C -0.185 2.132 2.176
C -0.003 2.209 -0.241
C 0.863 1.257 2.209
C 1.046 1.339 -0.179
C 1.471 0.801 1.033
C -2.218 -1.514 -1.858
C 3.416 -0.253 1.940
C -0.281 -1.202 -0.440
C 2.532 -0.097 0.988
C -2.912 -2.690 -2.416
N -0.935 -1.765 -1.370
O -2.823 -0.491 -1.724
Br 2.798 -1.162 -0.614
H -1.318 3.443 0.961
H -0.630 2.471 3.020
H -0.496 2.533 -1.149
H 1.247 0.962 3.180
H 1.560 1.197 -1.191
H 3.552 0.516 2.684
H 4.411 -0.664 1.796
H -0.823 -0.284 -0.108
H -2.602 -3.514 -1.807
H -3.981 -2.349 -2.538
H -2.490 -2.933 -3.456
H -0.486 -2.495 -1.859
*
```

Frontier orbital gap ... 8.11 eV
LUMO level ... 0.2917 eV
Relative energy (zero: lowest compared OMol25 entry of this formula, charge and spin) ... 92.8 kcal per mole
Total energy ... -85177.080 eV



The following is a DFT calculation (ωB97M-V/def2-TZVPD) of a structure of composition C11H12ClF6N5O13S2Tc.

Geometry as ORCA input:
```
! RIJCOSX wB97M-V def2-TZVPD def2/J DEFGRID3
* xyz 0 4
Tc -0.216 -0.167 -0.443
O 1.257 -0.595 3.623
S 0.287 -0.925 2.631
O 0.221 -2.292 2.178
O 0.492 0.002 1.428
C -1.300 -0.423 3.268
C -1.342 -0.252 4.642
C -2.515 0.125 5.278
C -3.672 0.341 4.534
C -3.647 0.179 3.158
C -2.477 -0.198 2.514
S -2.618 -0.304 0.757
O -3.988 -0.401 0.424
O -1.721 -1.425 0.307
O -1.884 0.885 0.166
H -0.437 -0.410 5.210
H -2.523 0.253 6.351
H -4.591 0.636 5.021
H -4.540 0.341 2.572
O -3.121 -1.297 -2.704
Cl -1.743 -1.532 -2.889
O -1.338 -1.538 -4.243
O -1.289 -2.693 -2.183
O -1.002 -0.324 -2.270
N 1.272 -1.748 -0.450
N 1.507 -2.767 -1.418
C 1.627 -2.357 -2.744
N 1.491 -3.328 -3.647
N 1.907 -1.094 -2.887
N 2.017 -0.623 -4.194
O 1.747 0.536 -4.342
O 2.396 -1.371 -5.090
H 2.165 -1.286 -0.273
H 1.037 -2.240 0.426
H 0.841 -3.517 -1.286
H 1.020 -4.181 -3.406
H 1.654 -3.086 -4.614
C 2.562 2.193 0.581
C 1.490 2.414 -0.477
O 0.936 1.217 -0.934
C 0.355 3.295 0.094
F 0.764 4.544 0.334
F -0.694 3.346 -0.720
F -0.066 2.780 1.260
C 2.137 3.070 -1.726
F 2.779 4.203 -1.404
F 1.245 3.357 -2.665
F 3.047 2.241 -2.242
H 2.144 1.653 1.426
H 2.956 3.148 0.922
H 3.374 1.614 0.145
*
```

Frontier orbital gap (spin up / spin down) ... 9.33 / 8.38 eV
LUMO level (spin up / spin down) ... -1.1659 / -2.1196 eV
Relative energy (zero: lowest compared OMol25 entry of this formula, charge and spin) ... 0.0 kcal per mole
Total energy ... -98356.488 eV



The following is a DFT calculation (ωB97M-V/def2-TZVPD) of a structure of composition C11H12F3LiNO6P2.

Geometry as ORCA input:
```
! RIJCOSX wB97M-V def2-TZVPD def2/J DEFGRID3
* xyz -1 1
Li -1.943 1.431 -1.990
N 0.382 -0.560 -1.627
C -0.396 -0.748 -2.914
C 0.283 -1.918 -3.634
P -2.097 -1.273 -2.343
O -2.643 -2.102 -3.627
O -1.772 -2.225 -1.247
O -2.978 -0.074 -2.186
P -0.068 0.823 -3.870
O -0.358 0.330 -5.391
O 1.389 1.017 -3.645
O -1.098 1.867 -3.563
H 0.334 -1.443 -1.113
H -0.043 0.173 -1.011
H 1.323 -0.254 -1.893
H 0.205 -2.825 -3.031
H 1.335 -1.683 -3.817
H -0.201 -2.097 -4.588
H -3.253 -1.543 -4.123
H -1.137 0.796 -5.715
F 1.234 1.220 7.004
C 1.768 0.362 6.100
F 3.105 0.567 6.142
F 1.549 -0.880 6.576
C 1.202 0.568 4.732
C 1.506 1.744 4.054
C 0.961 1.987 2.809
C 0.096 1.062 2.207
C -0.186 -0.121 2.898
C 0.358 -0.365 4.149
C -0.485 1.321 0.923
C -1.017 1.603 -0.148
H 2.172 2.471 4.502
H 1.195 2.899 2.277
H -0.846 -0.843 2.435
H 0.124 -1.285 4.667
*
```

Frontier orbital gap ... 8.50 eV
LUMO level ... 2.7591 eV
Total energy ... -52321.185 eV



Question: total energy of number 2 (C11H11NO)?
Answer: -15118.080 eV



Question: Which of these has the lowest total energy?
Answer: C11H12Br27ClO3



Question: What is the formula in the fourth record?
Answer: C11H12Br24F5IN



Please write out number 2 again, unchanged.
The following is a DFT calculation (ωB97M-V/def2-TZVPD) of the molecule C11H11NO in a non-equilibrium geometry.

Geometry as ORCA input:
```
! RIJCOSX wB97M-V def2-TZVPD def2/J DEFGRID3
* xyz 0 1
C 2.071 0.366 -1.775
C 2.264 1.106 -0.446
O 3.220 1.788 -0.089
C 1.068 0.945 0.568
C 1.801 0.007 1.571
C 1.651 -1.328 1.505
C 0.826 -1.889 0.544
C -0.144 -1.176 -0.002
C -0.206 0.236 0.114
C -1.434 0.753 0.187
N -2.290 1.931 0.436
C -2.895 0.869 0.118
C -4.136 0.200 -0.296
H 2.912 0.324 -2.476
H 1.292 0.823 -2.401
H 1.693 -0.663 -1.713
H 0.716 1.906 1.041
H 2.419 0.255 2.364
H 2.149 -2.119 2.135
H 0.939 -2.975 0.360
H -0.813 -1.573 -0.731
H -3.655 -0.612 -0.845
H -4.786 0.985 -0.732
H -4.660 -0.160 0.565
*
```

Frontier orbital gap ... 8.22 eV
LUMO level ... 0.5735 eV
Relative energy (zero: lowest compared OMol25 entry of this formula, charge and spin) ... 112.7 kcal per mole
Total energy ... -15118.080 eV
SMILES ... CC(=O)[C@@H]1C=CC=C/C1=C1N=C/1C